No. 1
13
Properties=species:S:1:pos:R:3:mulliken_charge:R:1 method="wB97M-V/def2-TZVPD" homo_energy_ev=-10.5 total_charge=0 smiles=OC[C@@H](O)[C@H](F)Cl
Cl 2.39017 -1.11258 -0.15900 -0.150
F 1.96060 1.32486 -0.07733 -0.323
O -2.38169 -0.71701 -0.20862 -0.506
O -0.39330 1.34849 -0.05342 -0.669
C -0.99298 -0.92256 0.25325 -0.346
C 1.34021 0.13539 0.15575 0.074
C -0.02138 0.10193 -0.38393 0.131
H 0.04773 -0.19039 -1.45618 0.254
H -0.96360 -1.02488 1.43935 0.254
H 1.43561 0.34249 1.28444 0.264
H 0.37066 2.18359 -0.17539 0.399
H -2.21135 0.42485 -0.33142 0.380
H -0.58067 -1.89419 -0.28751 0.239

No. 2
12
Properties=species:S:1:pos:R:3:mulliken_charge:R:1 method="wB97M-V/def2-TZVPD" homo_energy_ev=-10.6 total_charge=0 smiles="O=C=O.CCO"
O -2.58511 -0.68010 -1.26587 -0.402
O -0.39570 -0.62284 0.84442 -0.546
O -2.90923 0.77723 0.52528 -0.435
C -2.72763 0.03191 -0.35524 0.856
C 1.68339 0.43992 0.12276 -1.130
C 0.55251 -0.51901 -0.20850 -0.117
H 1.30329 1.46297 0.24030 0.346
H 2.43112 0.45546 -0.67685 0.347
H 2.17463 0.14570 1.05567 0.288
H 0.05763 -0.21615 -1.14403 0.220
H -0.52352 0.25629 1.22403 0.315
H 0.93862 -1.53140 -0.36198 0.257

No. 3
17
Properties=species:S:1:pos:R:3:mulliken_charge:R:1 method="wB97M-V/def2-TZVPD" homo_energy_ev="-9.0 / -9.1" total_charge=0
N -2.99957 0.11234 -0.71595 -0.361
N -1.62496 0.41480 0.93774 -0.371
N -2.71619 0.86727 0.41353 -0.316
N 3.58920 -0.94297 0.27405 -0.475
N -1.13412 -0.61079 0.20105 0.497
C -0.05837 -1.40892 0.50305 -0.660
C 0.90851 1.58293 0.21464 -0.880
C 2.68195 -0.28821 -0.12349 0.378
C 1.52340 0.38547 -0.47616 -0.234
C -2.02837 -0.78834 -0.80125 0.011
H 1.03801 2.36831 -0.41915 0.395
H -0.12934 1.49983 0.40649 0.272
H -1.93308 -1.61831 -1.54930 0.337
H -0.05350 -2.34818 -0.01897 0.312
H 0.29625 -1.16465 1.40801 0.469
H 1.31361 1.96247 1.22418 0.287
H 1.32657 -0.02307 -1.47849 0.338